Entry 1:
17
Properties=species:S:1:pos:R:3:forces:R:3 method="wB97M-V/def2-TZVPD" homo_energy_ha=-0.3250 largest_force_ev_per_a=1.96 smiles="CO/C(Cl)=C/CN/N=N/Cl" gap_ev=9.48 total_charge=0 e_above_lowest_kj_mol=0.0
C 1.194548 2.917866 1.201432 0.07 0.36 0.06
O 0.920864 1.532398 1.286816 -0.08 -0.10 0.00
C 0.663561 0.840239 0.166290 -0.01 -0.61 -0.02
Cl 0.569192 1.717967 -1.329503 -0.03 0.09 -0.08
C 0.496519 -0.479499 0.182912 -0.02 0.37 -0.11
C 0.181404 -1.316497 -1.022595 -0.17 0.33 0.04
N -0.559244 -2.510914 -0.669609 0.84 0.25 -0.31
N -1.818934 -2.539961 -0.356833 -1.90 -0.01 0.48
N -2.479558 -1.475877 -0.425773 1.62 -0.46 -0.30
Cl -4.137003 -1.758714 -0.030537 -0.17 -0.18 0.09
H 1.346859 3.242540 2.228031 0.01 0.01 -0.06
H 0.353646 3.460980 0.764529 0.09 -0.01 0.07
H 2.097308 3.104461 0.614739 -0.06 0.03 0.06
H 0.577190 -0.982621 1.133100 0.05 0.00 0.19
H -0.437197 -0.745344 -1.721943 0.20 -0.08 -0.04
H 1.100146 -1.632899 -1.524862 -0.16 -0.06 -0.06
H -0.069301 -3.374126 -0.496195 -0.27 0.08 0.00

***

Entry 2:
17
Properties=species:S:1:pos:R:3:forces:R:3 method="wB97M-V/def2-TZVPD" homo_energy_ha=-0.4656 largest_force_ev_per_a=2.00 gap_ev=4.42 total_charge=+1 e_above_lowest_kj_mol=246.3
Mg -1.723355 0.184061 3.086569 0.45 0.52 -1.86
Cl -1.346142 0.985632 0.970230 -0.35 -0.61 1.87
C -0.114337 4.008799 -0.819613 -0.50 0.10 0.21
Cl 0.967267 4.383888 0.524812 0.06 -0.12 -0.06
Cl 0.506024 4.567831 -2.343775 0.21 0.14 -0.25
Cl -1.724359 4.705072 -0.502326 0.14 -0.13 -0.02
H -0.244822 2.936959 -0.887188 0.09 -0.02 0.12
C -0.847460 -2.512561 -0.336366 -0.35 0.02 0.16
C 0.422080 -2.569011 0.461432 0.15 0.09 0.67
O 0.423898 -3.174427 1.517008 0.08 0.22 0.01
C 1.604363 -1.716906 0.060922 -0.58 0.65 -1.02
H -0.797160 -2.716926 -1.404106 0.30 0.19 0.00
H -1.203949 -1.491687 -0.169584 -0.11 0.03 -0.43
H -1.572574 -3.184795 0.117253 0.06 -0.14 -0.04
H 1.284614 -0.861808 -0.552473 -0.23 -0.19 0.10
H 2.244851 -2.265273 -0.631531 0.29 -0.19 0.40
H 2.121056 -1.278846 0.908730 0.28 -0.55 0.14

***

Please write out number 1 again, unchanged.
17
Properties=species:S:1:pos:R:3:forces:R:3 method="wB97M-V/def2-TZVPD" homo_energy_ha=-0.3250 largest_force_ev_per_a=1.96 smiles="CO/C(Cl)=C/CN/N=N/Cl" gap_ev=9.48 total_charge=0 e_above_lowest_kj_mol=0.0
C 1.194548 2.917866 1.201432 0.07 0.36 0.06
O 0.920864 1.532398 1.286816 -0.08 -0.10 0.00
C 0.663561 0.840239 0.166290 -0.01 -0.61 -0.02
Cl 0.569192 1.717967 -1.329503 -0.03 0.09 -0.08
C 0.496519 -0.479499 0.182912 -0.02 0.37 -0.11
C 0.181404 -1.316497 -1.022595 -0.17 0.33 0.04
N -0.559244 -2.510914 -0.669609 0.84 0.25 -0.31
N -1.818934 -2.539961 -0.356833 -1.90 -0.01 0.48
N -2.479558 -1.475877 -0.425773 1.62 -0.46 -0.30
Cl -4.137003 -1.758714 -0.030537 -0.17 -0.18 0.09
H 1.346859 3.242540 2.228031 0.01 0.01 -0.06
H 0.353646 3.460980 0.764529 0.09 -0.01 0.07
H 2.097308 3.104461 0.614739 -0.06 0.03 0.06
H 0.577190 -0.982621 1.133100 0.05 0.00 0.19
H -0.437197 -0.745344 -1.721943 0.20 -0.08 -0.04
H 1.100146 -1.632899 -1.524862 -0.16 -0.06 -0.06
H -0.069301 -3.374126 -0.496195 -0.27 0.08 0.00